20
Properties=species:S:1:pos:R:3 method="wB97M-V/def2-TZVPD" energy_ev=-21335.583 gap_ev="6.088 / 5.799" multiplicity=3 homo_energy_ev="-5.530 / -8.281" charge=0 de_lowest_kj_mol=42.1
S -2.292 -0.751 1.061
O -0.913 -1.776 -1.168
C -0.858 -0.587 -0.450
C 2.070 -0.919 1.459
C -1.883 1.668 -0.559
C 0.481 1.314 -0.215
C 0.472 -0.021 -0.169
C -2.043 0.258 -0.613
C 1.635 -0.922 -0.062
C -0.691 2.177 -0.294
H -1.844 -1.874 -1.444
H 2.530 -0.570 -0.585
H 1.438 -1.938 -0.382
H -2.749 -0.168 -1.242
H 3.065 -1.411 1.511
H 1.846 0.060 1.913
H 1.379 1.879 0.073
H -2.782 2.176 -0.506
H -0.368 3.177 -0.323
H 1.505 -1.772 1.997